1.
Entry from the Open Molecules 2025 dataset: C24H29N3O3 in the gas phase (the ωB97M-V functional and the def2-TZVPD basis).

Element x y z (Å)
O: 0.37287 -1.81850 -1.27820
O: 4.10491 -1.48026 -0.40616
O: 0.22206 -1.47658 1.92895
N: 0.95699 0.50572 1.12643
N: 2.12932 -1.48586 0.70876
N: -1.28242 -3.24231 -0.72982
C: -3.54089 -2.29745 -0.57109
C: -2.35470 3.05539 2.28863
C: -1.03738 1.18635 -0.73771
C: -1.88754 1.61977 -1.74436
C: -0.23438 1.14886 1.64688
C: -2.17142 2.55857 0.88568
C: -4.39131 -1.08502 1.47487
C: 1.77541 2.62401 0.25536
C: -1.73630 1.10702 -3.14382
C: 3.02000 0.59460 -0.08786
C: -0.01959 -2.77692 -0.64330
C: 0.83490 -3.60336 0.31282
C: 3.87485 2.67894 -0.92962
C: 1.89624 1.24274 0.43749
C: 2.75480 3.32364 -0.41784
C: 1.04755 -0.85766 1.28484
C: -3.20896 -1.30443 0.54026
C: -2.88115 2.53534 -1.42302
C: -3.01990 2.98978 -0.12560
C: 3.16235 -0.85349 0.03187
C: 4.00003 1.31806 -0.76709
C: -1.16017 1.65071 0.56510
C: 2.15547 -2.94213 0.72804
C: -2.33668 -2.58359 -1.46651
H: -1.56013 -4.01762 -0.14871
H: 0.23337 -3.80106 1.20065
H: -2.45991 2.22246 2.98250
H: -2.92630 -0.35302 0.08864
H: -3.80618 3.69269 0.11096
H: -4.34702 -1.89701 -1.18884
H: 4.84552 0.77268 -1.15727
H: -3.89334 -3.23634 -0.13403
H: -4.68069 -2.01586 1.95857
H: 2.64236 4.38971 -0.54948
H: 4.63228 3.24014 -1.45420
H: -1.45853 1.91915 -3.81527
H: -0.75321 0.39166 2.24504
H: -2.67576 0.68707 -3.50190
H: 1.06304 -4.55564 -0.17134
H: -4.13568 -0.36298 2.24621
H: -1.91754 -1.65407 -1.85559
H: 0.91202 3.15357 0.62127
H: 2.95795 -3.21616 0.03938
H: 0.06521 1.96245 2.31496
H: -5.24826 -0.70510 0.92234
H: -2.35187 -1.66615 1.11208
H: -3.24280 3.67833 2.35799
H: -1.49786 3.64978 2.60824
H: -0.28078 0.45470 -0.97969
H: -3.55470 2.88709 -2.19127
H: 2.42221 -3.27907 1.73468
H: -0.96551 0.34194 -3.19075
H: -2.64043 -3.21519 -2.31072

The electronic energy is -35974.6684 eV. The net charge is 0. As for the structure (SMILES): CCCCNC(=O)CCn1c(=O)c2ccccc2n(Cc2cc(C)ccc2C)c1=O. The value obtained for the frontier orbital gap is 9.2 eV. As for the HOMO energy: -8.581 eV. The energy above the lowest of the compared OMol25 structures with the same formula, charge and spin is 0.0 kcal/mol.


2.
Entry from the Open Molecules 2025 dataset: C24H29N3O4 in the gas phase (the ωB97M-V functional and the def2-TZVPD basis).

Element x y z (Å)
O: -2.54746 -2.80598 2.11323
O: 3.64695 -1.47604 0.57334
O: -4.34442 0.31044 -1.22434
O: 7.24016 1.50425 1.45990
N: 1.40554 -0.18600 0.26587
N: -3.40881 -1.03985 0.98608
N: 2.07802 -0.27268 2.46845
C: 4.17806 -0.41477 1.22639
C: 3.38257 0.17488 2.23086
C: -1.05542 -1.32989 0.95877
C: 5.45047 0.08301 1.00403
C: -4.80082 -1.35852 1.19083
C: 4.32110 -1.98313 -0.55035
C: -2.39843 -1.83412 1.39825
C: -4.25939 1.56215 -1.88937
C: 5.20993 1.65292 2.81046
C: -5.64096 -0.11335 -0.86537
C: -5.55063 -1.45561 -0.13976
C: -2.85372 2.10091 -1.63602
C: 3.92412 1.17809 3.01527
C: -0.74624 -1.09567 -0.41256
C: -1.58606 -1.44754 -1.48364
C: -1.22462 -1.16502 -2.77451
C: -0.01137 -0.51796 -3.04594
C: 5.97170 1.11652 1.78368
C: 0.84166 -0.18998 -2.02815
C: -0.11008 -1.06426 1.90597
C: 1.13963 -0.51047 1.50945
C: 0.51001 -0.48858 -0.69070
C: 7.83081 2.53984 2.20516
C: -4.52665 1.41805 -3.38771
H: -2.11784 1.40181 -2.02471
H: -2.51499 -1.95840 -1.28236
H: 6.08965 -0.32389 0.23833
H: -4.43737 2.38479 -3.87488
H: 8.81995 2.68700 1.77401
H: -1.87397 -1.44448 -3.59151
H: -6.11110 0.63921 -0.21107
H: -0.31370 -1.25598 2.94926
H: 7.93429 2.26799 3.26085
H: -3.23258 -0.31341 0.30447
H: -3.80110 0.73350 -3.81943
H: -4.83672 -2.31312 1.72269
H: -6.27260 -0.22559 -1.75866
H: 1.79119 0.28650 -2.21559
H: 5.58830 2.43629 3.44629
H: -5.00163 2.25013 -1.45047
H: 5.27715 -2.44191 -0.27501
H: -2.68199 2.22450 -0.56941
H: -5.26521 -0.58799 1.81873
H: -6.56365 -1.81504 0.04518
H: 3.66308 -2.74368 -0.96809
H: 3.32257 1.60735 3.80369
H: -2.72749 3.06187 -2.12598
H: 4.49263 -1.20359 -1.29817
H: -5.52618 1.03025 -3.57008
H: 0.25181 -0.29271 -4.06983
H: -5.04309 -2.17121 -0.78790
H: 7.25936 3.47029 2.12451
H: 1.76562 -0.28210 3.42760

The electronic energy is -38019.3088 eV. The net charge is 0. As for the structure (SMILES): COc1ccc(Nc2cc(C(=O)NCCCOC(C)C)c3ccccc3n2)c(OC)c1. The value obtained for the frontier orbital gap is 8.0 eV. As for the HOMO energy: -7.412 eV. The energy above the lowest of the compared OMol25 structures with the same formula, charge and spin is 47.4 kcal/mol.


3.
Entry from the Open Molecules 2025 dataset: a molecular structure, C24H30AsCaN3S3 at a distorted geometry (the ωB97M-V functional and the def2-TZVPD basis).

Element x y z (Å)
As: -1.88056 1.73613 1.92587
Ca: -0.58786 -0.36376 -0.18729
S: -2.95964 -1.53669 -0.29517
S: -0.93463 -1.67478 -2.50531
S: -3.55042 -2.99213 -2.78653
N: 1.23420 0.71390 0.56017
N: 0.88510 -1.93109 0.99750
N: -0.61208 1.81689 -1.11524
C: 2.27805 2.81352 0.95632
C: -0.81227 2.53019 3.39234
C: 2.66013 -3.42446 2.50619
C: -2.55373 3.42507 1.13535
C: -1.50831 2.30339 -1.98682
C: -2.49373 -2.08492 -1.87374
C: -0.14184 1.46487 4.25926
C: 2.05171 0.13262 1.44803
C: -2.64966 1.43868 -2.40506
C: 3.00404 0.87401 2.14058
C: -0.33436 4.38893 -2.09782
C: 3.11128 2.22875 1.89094
C: -0.36656 -3.91160 0.31910
C: 1.90631 -1.33307 1.63530
C: 1.33717 2.02514 0.30031
C: 0.40822 2.59265 -0.70653
C: 1.62156 -4.03560 1.83629
C: -1.39473 3.60038 -2.49148
C: -4.64246 0.85495 2.14034
C: 0.74282 -3.26231 1.07414
C: 0.58099 3.88408 -1.19209
C: -3.44484 1.22955 3.01312
C: 2.81472 -2.05294 2.40105
C: -3.27382 4.38215 2.07812
H: -1.33485 -3.51166 0.62658
H: -5.48879 0.54349 2.75350
H: 3.83864 2.82671 2.42321
H: -3.62213 5.26059 1.53210
H: -3.14352 0.37254 3.61929
H: -0.36123 -4.99007 0.46761
H: 3.64535 0.41384 2.87541
H: -0.26993 -3.70180 -0.74871
H: 3.64100 -1.56708 2.89619
H: -0.88783 0.87818 4.79729
H: -2.61142 4.72883 2.87174
H: -4.96375 1.70185 1.53007
H: 1.42281 4.48696 -0.88771
H: 1.48588 -5.10618 1.88943
H: -3.69181 2.04260 3.69809
H: -0.06038 3.18250 2.93981
H: -4.38986 0.03442 1.46770
H: -2.13477 3.97345 -3.18461
H: -4.14333 3.91424 2.54011
H: 3.35584 -4.00563 3.09694
H: -0.22147 5.39435 -2.48239
H: -1.68489 3.92122 0.69543
H: 0.52093 1.92006 4.99742
H: 0.44986 0.77813 3.65161
H: -3.38138 2.00928 -2.97430
H: -2.28024 0.61754 -3.02504
H: -3.20646 3.14525 0.30585
H: -3.13302 0.97864 -1.54015
H: 2.35235 3.87192 0.76151
H: -1.46198 3.14995 4.01102

The electronic energy is -141632.0151 eV. The net charge is 0. The value obtained for the frontier orbital gap is 4.7 eV. As for the HOMO energy: -5.815 eV.


4.
Entry from the Open Molecules 2025 dataset: a molecular structure, C24H30AsCl2CuN7O2S5 (the ωB97M-V functional and the def2-TZVPD basis).

Element x y z (Å)
As: -2.59148 -2.55889 0.74120
Cu: 0.20320 -1.64036 0.66287
Cl: 5.63573 2.59722 1.94459
Cl: 5.05952 1.74192 -3.39306
S: -2.79166 -4.61369 1.14412
S: -1.21831 -2.26365 -0.99215
S: -1.32908 -1.58703 2.29910
S: 1.71459 0.33099 -3.25942
S: -4.32662 -1.38461 0.39146
O: 1.87556 -0.17103 0.56140
O: 2.49418 -2.27751 0.82277
N: -0.60668 0.74373 -4.57822
N: -2.63901 3.08589 0.61228
N: 6.22827 1.15220 -0.59411
N: -1.97681 2.49323 -1.66393
N: -0.36914 3.56103 -0.16152
N: -0.30331 -1.32886 -3.90082
N: -1.07670 1.27212 0.23141
C: 4.21199 -0.59222 0.68556
C: 5.74314 -2.79095 -2.01327
C: 0.03107 2.20909 0.29928
C: 6.73948 -1.97200 -2.53013
C: -2.17607 1.74957 1.05627
C: -1.53455 1.17698 -1.14545
C: -0.85040 3.41875 -1.54053
C: 5.18539 2.07800 -0.68479
C: 4.50520 2.37408 -1.87402
C: 4.77598 2.81580 0.43604
C: -1.76008 0.02547 -5.08481
C: 4.91774 -2.33335 -1.00160
C: -1.71694 -1.26215 -4.26350
C: 3.41524 3.22822 -1.90275
C: 0.25485 -0.08523 -3.93810
C: 2.75818 -1.06245 0.68331
C: 6.02811 -0.20991 -1.05043
C: -1.49890 3.99901 0.66355
C: 6.87277 -0.68372 -2.04656
C: 2.99399 3.86982 -0.75231
C: 5.05413 -1.04301 -0.48596
C: -3.05420 2.96446 -0.78713
C: 3.70097 3.68120 0.42234
C: -0.28883 2.06152 -5.04937
H: 2.89827 3.36382 -2.84201
H: 6.62633 1.16778 0.33396
H: 4.17563 0.48778 0.73991
H: -3.88204 2.25495 -0.84235
H: 4.14277 -2.96364 -0.58357
H: -1.16194 4.08090 1.70047
H: 7.61195 -0.00439 -2.45090
H: -1.16098 4.40387 -1.91033
H: -2.02166 -2.13602 -4.83678
H: -2.36574 0.47040 -1.19083
H: -1.84182 1.81484 2.09395
H: -2.99817 1.03331 1.00119
H: 3.40243 4.17028 1.33902
H: -1.64527 -0.16460 -6.16164
H: -1.04787 2.77161 -4.71413
H: -2.67649 0.59595 -4.92631
H: 0.68002 2.34286 -4.64242
H: -1.82158 4.98879 0.31978
H: 0.38295 2.27722 1.33178
H: 4.67898 -0.95549 1.60686
H: -0.02482 3.04747 -2.15670
H: -3.39519 3.94466 -1.14054
H: -0.04886 -1.89363 -3.09924
H: -0.71628 0.80613 -1.75954
H: 0.85236 1.84471 -0.31768
H: 5.60771 -3.79411 -2.39882
H: -2.33498 -1.18877 -3.36633
H: 7.39207 -2.32687 -3.31855
H: -0.23629 2.07862 -6.14530
H: 2.10799 4.48880 -0.75494

The electronic energy is -224605.6455 eV. The net charge is -2. Its spin multiplicity is 2. The value obtained for the frontier orbital gap (spin up / spin down) is 5.5 / 5.5 eV. As for the HOMO energy (spin up / spin down): -1.627 / -1.615 eV. The energy above the lowest of the compared OMol25 structures with the same formula, charge and spin is 8.5 kcal/mol.


5.
Entry from the Open Molecules 2025 dataset: a molecular structure, C24H30AsClN5OPt (the ωB97M-V functional and the def2-TZVPD basis).

Element x y z (Å)
Pt: 0.17165 0.12716 0.43231
As: -1.56901 -1.45286 -0.23368
Cl: 2.16553 2.06806 -6.06605
O: -1.16672 0.63500 1.89968
N: 2.45426 -1.53806 3.55979
N: 0.62555 -0.41705 2.72531
N: 2.92432 0.18454 -0.61542
N: 1.71514 -0.40298 -0.78957
N: -0.99016 0.51611 4.17115
C: -2.23696 1.29725 4.33010
C: -4.68539 -2.13136 -1.76813
C: 1.34106 -0.85914 3.78305
C: -6.27220 -3.53928 -0.64317
C: -4.93608 -2.00095 0.62782
C: -5.91287 -2.98086 0.57708
C: 3.11077 -1.03036 -2.42986
C: -0.47722 1.15015 -3.26911
C: 1.36306 1.95747 -4.56618
C: -4.31603 -1.56976 -0.54544
C: 0.04900 1.76695 -2.12416
C: 1.82382 -1.12287 -1.90775
C: -0.51489 0.24307 2.94403
C: 0.88758 -0.59128 5.10586
C: -1.68619 -2.69651 1.22319
C: 1.23792 2.50033 -2.24071
C: 1.89283 2.59867 -3.45132
C: 0.16963 1.23915 -4.47981
C: -0.61710 1.66332 -0.85342
C: 3.78379 -0.18414 -1.57876
C: -1.17405 -2.48906 -1.79974
C: -5.66328 -3.11166 -1.81454
C: -0.26161 0.09218 5.25474
C: -3.26185 -0.51178 -0.49223
H: -1.68474 1.47932 -0.88534
H: 1.44356 -0.92423 5.97006
H: 3.00801 -1.89484 4.32353
H: -2.47826 -3.40042 0.96393
H: -2.04642 -3.12552 -1.95744
H: 1.62802 3.03081 -1.37765
H: -5.96346 -3.53046 -2.76561
H: -0.23791 0.78508 -5.37330
H: -7.04132 -4.29877 -0.68196
H: -2.54198 1.24442 5.37046
H: 3.49989 -1.51148 -3.31079
H: -3.01314 0.87234 3.70135
H: -4.67898 -1.54576 1.57901
H: 3.11362 0.78772 0.16994
H: -0.73896 -3.22207 1.32662
H: -3.38090 0.18898 0.33252
H: -1.94492 -2.17986 2.14407
H: -0.35476 2.44408 -0.12899
H: -1.03042 -1.84199 -2.66338
H: 2.74360 -1.76670 2.62313
H: -2.06080 2.33269 4.04933
H: -6.40820 -3.29958 1.48446
H: -1.42433 0.62279 -3.20654
H: 4.80115 0.17459 -1.58552
H: -0.67142 0.33879 6.22474
H: -3.17230 0.03536 -1.43050
H: 2.79519 3.18630 -3.55553
H: -0.30212 -3.11617 -1.62808
H: -4.23550 -1.77761 -2.69031
H: 0.97792 -1.65927 -2.29108

The electronic energy is -111455.2616 eV. The net charge is +3. The value obtained for the frontier orbital gap (spin up / spin down) is 5.4 / 5.4 eV. As for the HOMO energy (spin up / spin down): -16.360 / -16.361 eV. The energy above the lowest of the compared OMol25 structures with the same formula, charge and spin is 0.0 kcal/mol.


6.
Entry from the Open Molecules 2025 dataset: a molecular structure, C24H30BiN4S3 (the ωB97M-V functional and the def2-TZVPD basis).

Element x y z (Å)
Bi: -0.14956 0.20142 -0.16594
S: 0.31592 2.85515 1.06035
S: -0.97859 2.42540 -2.15023
S: 2.20943 1.43866 -1.53894
N: 1.64753 -0.39049 1.48162
N: -2.64074 0.11686 0.18880
N: -0.11659 -1.94208 -1.24657
N: -0.75843 -1.60238 1.46958
C: -0.12320 -2.07392 -2.58226
C: -4.32035 -0.51836 1.75502
C: -0.13111 -3.03261 -0.46211
C: -0.15070 -4.30219 -1.01580
C: 1.65117 2.15445 -3.12167
C: 0.46148 3.09588 -3.05850
C: -1.38631 3.80395 -1.01649
C: -2.20950 -1.85957 1.52314
C: -3.49969 1.00283 -0.34090
C: -3.06852 -0.67440 1.18434
C: -0.14058 -4.44403 -2.39642
C: 3.85634 -0.24814 2.37207
C: 3.36224 -0.49947 3.64679
C: -0.31953 4.20301 -0.01776
C: 2.00911 -0.75772 3.80551
C: 2.11796 3.06814 0.82566
C: -5.18354 0.43883 1.24209
C: -0.12824 -3.30782 -3.19640
C: -0.05659 -2.83140 1.03048
C: 2.67537 2.94466 -0.58407
C: 1.18191 -0.72083 2.69495
C: 2.96621 -0.19084 1.31884
C: -4.77834 1.18743 0.14584
C: -0.26774 -1.13034 2.77772
H: 0.99527 -2.76831 1.30983
H: 3.30924 -0.00218 0.31009
H: -1.63451 4.66679 -1.63624
H: -2.44726 -2.61929 0.77343
H: 3.76346 2.92556 -0.51509
H: 2.35791 4.06060 1.21131
H: -3.15321 1.54936 -1.20502
H: -6.16329 0.58252 1.67821
H: 0.12723 3.29806 -4.07604
H: -0.15008 -5.42973 -2.84247
H: 2.50821 2.67573 -3.54972
H: -2.29864 3.49341 -0.50915
H: -0.46729 -3.70666 1.54132
H: 2.40726 3.79466 -1.20734
H: 4.91481 -0.11064 2.19919
H: -0.36784 -1.91730 3.53181
H: -0.17341 -5.17194 -0.37209
H: 1.44822 1.28805 -3.75155
H: 2.56860 2.34573 1.50237
H: -5.44316 1.89656 -0.32740
H: -0.73600 4.95276 0.65542
H: 0.55200 4.63721 -0.50125
H: 4.02779 -0.52521 4.49977
H: -4.63335 -1.15579 2.57170
H: -0.88907 -0.28846 3.10060
H: -0.13056 -3.37871 -4.27486
H: 0.71497 4.04969 -2.60074
H: -2.49244 -2.26846 2.49620
H: 1.60289 -1.01266 4.77612
H: -0.13496 -1.15522 -3.15844

The electronic energy is -69657.3062 eV. The net charge is +3. The value obtained for the frontier orbital gap is 8.2 eV. As for the HOMO energy: -17.514 eV.